ORCA calculation (wB97M-V/def2-TZVPD) on a molecular structure, C50H47Cl2GeN7OS2Tc at a distorted geometry.

DFT total energy: -170497.8090 eV
2S+1: 3
HOMO (alpha / beta): -0.566 / -0.567 Eh
F_max: 2.62 eV Å⁻¹
relative energy (zero: lowest compared OMol25 entry of this formula, charge and spin): 0.775 eV
charge: +3
⟨S²⟩: 2.020

Geometry (Å):
Tc  0.54944  -1.05459  -0.78609
Cl  4.66442  -2.66037  1.17900
C  3.64782  -3.54880  0.12703
C  4.07658  -4.73281  -0.47367
C  3.23214  -5.47910  -1.23450
Cl  3.80025  -6.95659  -1.88202
C  1.90479  -4.98156  -1.49796
C  0.90386  -5.71275  -2.19631
C  -0.28913  -5.05659  -2.45068
C  -0.46321  -3.74965  -2.05763
N  0.42902  -3.10391  -1.33803
C  1.59197  -3.74819  -1.00136
C  2.39668  -3.10588  -0.08208
O  1.86743  -1.94991  0.50313
H  5.11440  -5.04578  -0.30577
H  1.10967  -6.75270  -2.48112
H  -1.08926  -5.64466  -2.93728
H  -1.36058  -3.24073  -2.34226
S  0.74931  0.96854  0.33425
C  -0.81401  1.58361  0.33242
N  -1.31059  2.40470  1.21296
C  -2.63612  3.02111  0.88733
C  -2.75408  3.21074  -0.58573
N  -2.60435  1.90104  -1.26028
C  -3.38597  1.68058  -2.49070
C  -4.89026  1.77467  -2.28199
C  -5.57387  2.90873  -2.70392
C  -6.93645  3.10682  -2.43012
C  -7.61562  2.11956  -1.76817
C  -6.97520  0.93122  -1.38867
C  -5.62575  0.79869  -1.60667
C  -1.73636  1.09609  -0.73209
S  -1.63140  -0.56734  -1.18414
C  -0.62343  2.82513  2.48691
C  -0.03165  4.19067  2.45728
C  -0.77127  5.23292  3.02814
C  -0.32972  6.53527  3.11956
C  0.87542  6.86072  2.51415
C  1.59894  5.88127  1.85252
C  1.17930  4.54387  1.83108
H  -2.67419  3.96098  1.43202
H  -3.40580  2.39647  1.34052
H  -2.09000  3.90517  -1.04345
H  -3.74545  3.55362  -0.84650
H  -3.13481  0.67496  -2.85471
H  -3.05644  2.40111  -3.25922
H  -5.07223  3.67189  -3.32087
H  -7.41344  3.99260  -2.80527
H  -8.66649  2.28832  -1.59459
H  -7.54670  0.13640  -0.91085
H  -5.11139  -0.11950  -1.37109
H  0.08780  2.02945  2.67435
H  -1.41679  2.75994  3.24849
H  -1.71638  4.99716  3.51023
H  -0.92114  7.25885  3.64365
H  1.28007  7.84861  2.51111
H  2.48909  6.16526  1.33036
H  1.84996  3.84726  1.36565
C  3.14034  -5.98249  4.10046
C  3.82429  -4.82603  4.40623
C  3.33500  -3.58437  3.98263
C  2.23042  -3.53916  3.11546
C  1.56891  -4.73558  2.77749
C  2.01719  -5.95876  3.26765
Ge  1.39788  -1.96777  2.57995
C  -0.46376  -2.11962  2.89069
C  -0.89017  -3.04929  3.84149
C  -2.19855  -3.04012  4.30478
C  -3.08840  -2.04486  3.88124
C  -2.64128  -1.05782  3.01321
C  -1.32367  -1.07731  2.54521
C  2.14691  -0.32723  3.11567
C  3.22362  0.23804  2.41663
C  3.76420  1.44653  2.79649
C  3.21531  2.19891  3.82709
C  2.12966  1.65843  4.51299
C  1.62163  0.41096  4.18655
H  3.51149  -6.93618  4.47641
H  4.65482  -4.87563  5.07075
H  3.87842  -2.69109  4.22498
H  0.69096  -4.71428  2.14568
H  1.50465  -6.88141  3.00884
H  -0.18527  -3.80497  4.24203
H  -2.54968  -3.79083  4.97831
H  -4.13737  -2.02591  4.16778
H  -3.31116  -0.25472  2.74155
H  -1.02415  -0.24231  1.92076
H  3.65155  -0.28567  1.57431
H  4.60215  1.91123  2.27371
H  3.68349  3.13888  4.10307
H  1.70070  2.21847  5.34458
H  0.80389  0.03924  4.79224
C  2.16156  2.55991  -5.43038
C  1.91224  1.54679  -6.49967
C  0.46360  1.64786  -6.95311
C  2.33958  0.16796  -5.99583
N  1.63333  -0.27657  -4.76543
C  1.88146  -0.01397  -3.50494
N  0.91922  -0.55510  -2.76997
N  0.02126  -1.08507  -3.67402
N  0.47621  -0.95866  -4.84483
H  1.82169  3.56020  -5.78122
H  3.19326  2.62038  -5.11322
H  1.54870  2.32146  -4.54578
H  2.56569  1.68022  -7.38203
H  -0.20047  1.46020  -6.13895
H  0.23074  0.96234  -7.74522
H  0.23944  2.66552  -7.27862
H  3.37276  0.12364  -5.71819
H  2.20775  -0.65730  -6.70380
H  2.74917  0.53025  -3.19809

Atoms 1-2, force components in eV/Å:
0.3 -0.3 -0.5
0.5 -0.1 -0.2

Here are the Mulliken charges for atoms 1 to 99, given in e: Tc -0.238; Cl -0.134; C 1.028; C -0.386; C 0.205; Cl -0.187; C 0.415; C -0.738; C -1.269; C -0.283; N 0.900; C -0.246; C -0.428; O -0.287; H 0.522; H 0.465; H 0.408; H 0.536; S 0.394; C -0.121; N 0.582; C -0.717; C -0.848; N 0.427; C -0.989; C 0.146; C -0.009; C -0.810; C -0.346; C -0.873; C -0.179; C 0.610; S -0.121; C 0.200; C 0.147; C -0.186; C -0.921; C -0.411; C -0.904; C -0.008; H 0.596; H 0.251; H 0.337; H 0.575; H 0.480; H 0.439; H 0.348; H 0.447; H 0.403; H 0.425; H 0.459; H -0.768; H 0.594; H 0.382; H 0.458; H 0.444; H 0.463; H 0.470; C -0.632; C -0.910; C 0.117; C 0.234; C -0.113; C -1.010; Ge -0.461; C 0.844; C -0.560; C -0.861; C -0.810; C -0.930; C 0.343; C 1.388; C -0.233; C -0.839; C -0.700; C -0.606; C -0.589; H 0.408; H 0.503; H 0.485; H 0.673; H 0.484; H 0.403; H 0.490; H 0.430; H 0.500; H 0.230; H 0.185; H 0.412; H 0.514; H 0.472; H 0.432; C -1.157; C 0.755; C -1.448; C -1.143; N 0.592; C -0.870; N 0.734